This record from the OMol25 dataset describes a cluster of 3 separate species, C16H37N2O9P in total. The level of theory is wB97M-V/def2-TZVPD.

Each line ends with the natural charge from an NBO analysis.
Cartesian coordinates (Å):
O 2.900 7.865 2.155  -0.52
C 2.134 6.984 1.943  0.79
C 0.665 7.001 1.584  -0.52
C 0.721 6.073 0.373  -0.41
C 1.723 5.005 0.882  -0.29
P 2.855 4.384 -0.432  2.31
O 4.173 5.006 -0.409  -1.06
O 2.045 4.508 -1.800  -0.98
O 2.784 2.790 -0.285  -0.98
O 2.507 5.657 1.903  -0.51
H 0.150 6.471 2.389  0.23
H 0.260 7.994 1.431  0.24
H 1.188 6.608 -0.456  0.21
H -0.234 5.658 0.071  0.24
H 1.233 4.146 1.346  0.22
H 2.396 5.236 -2.325  0.52
H 3.204 2.528 0.544  0.51
C -0.501 -1.647 -6.089  -0.24
O 0.767 -1.949 -5.550  -0.55
C 1.738 -0.919 -5.679  -0.07
C 2.065 -0.291 -4.343  -0.24
N 0.944 0.477 -3.827  -0.63
C 1.096 0.950 -2.455  -0.25
C 1.262 -0.081 -1.346  -0.08
O 0.104 -0.854 -1.080  -0.56
C -0.102 -1.959 -1.940  -0.25
H -1.071 -2.574 -6.107  0.19
H -1.050 -0.911 -5.491  0.16
H -0.418 -1.265 -7.112  0.17
H 1.393 -0.158 -6.387  0.17
H 2.646 -1.374 -6.084  0.18
H 2.920 0.380 -4.474  0.19
H 2.385 -1.099 -3.669  0.17
H 0.100 -0.077 -3.900  0.35
H 0.213 1.548 -2.217  0.20
H 1.953 1.628 -2.422  0.20
H 1.459 0.473 -0.426  0.19
H 2.123 -0.740 -1.516  0.16
H 0.842 -2.400 -2.273  0.17
H -0.694 -1.686 -2.819  0.16
H -0.662 -2.708 -1.382  0.19
C -4.261 -4.703 4.515  -0.24
O -2.882 -4.660 4.809  -0.55
C -2.046 -5.324 3.872  -0.07
C -1.220 -4.344 3.068  -0.24
N -2.051 -3.565 2.165  -0.63
C -1.374 -2.458 1.498  -0.25
C -0.761 -1.351 2.345  -0.09
O -1.700 -0.537 3.023  -0.55
C -2.169 -1.046 4.254  -0.24
H -4.789 -4.346 5.398  0.19
H -4.532 -4.067 3.665  0.16
H -4.591 -5.724 4.298  0.17
H -2.645 -5.955 3.207  0.17
H -1.369 -5.971 4.437  0.18
H -0.491 -4.908 2.478  0.19
H -0.656 -3.725 3.781  0.17
H -2.849 -3.209 2.673  0.35
H -2.099 -1.991 0.827  0.21
H -0.581 -2.869 0.865  0.19
H -0.233 -0.690 1.655  0.20
H -0.020 -1.739 3.057  0.16
H -1.390 -1.604 4.782  0.17
H -3.040 -1.698 4.135  0.16
H -2.467 -0.195 4.867  0.19

Values from the calculation:
**Lowest unoccupied orbital energy**: 0.264 eV
**HOMO energy**: -8.613 eV
**SMILES string**: O=C1CC[C@@H](P(=O)(O)O)O1.COCCNCCOC.COCCNCCOC
**Spin multiplicity**: 1



This record from the OMol25 dataset describes a structure of composition C7H15F3N3O7PdS2. The level of theory is wB97M-V/def2-TZVPD.

Each line ends with the natural charge from an NBO analysis.
Cartesian coordinates (Å):
Pd -0.923 0.117 1.606  1.02
C -0.151 -3.108 -0.169  -0.23
C 0.647 -2.831 1.132  -0.22
N 1.490 -1.666 1.037  -0.66
C 2.612 -1.726 0.129  -0.24
C 2.824 -0.370 -0.573  -0.22
N 1.651 0.291 -1.101  -0.63
C 0.951 -0.267 -2.232  -0.21
C 0.353 -1.684 -2.135  -0.23
N -0.463 -1.925 -0.952  -0.66
H -1.081 -3.602 0.122  0.20
H 0.404 -3.830 -0.782  0.16
H 1.202 -3.754 1.378  0.15
H -0.055 -2.656 1.948  0.21
H 1.704 -1.263 1.938  0.40
H 2.416 -2.506 -0.608  0.17
H 3.556 -2.010 0.622  0.17
H 3.566 -0.489 -1.372  0.17
H 3.256 0.313 0.164  0.20
H 1.019 0.520 -0.347  0.39
H 1.624 -0.260 -3.100  0.17
H 0.135 0.422 -2.466  0.19
H 1.161 -2.419 -2.163  0.17
H -0.230 -1.848 -3.052  0.17
H -1.446 -1.864 -1.165  0.38
O -0.758 2.337 3.729  -0.97
S 0.349 1.653 3.115  2.51
O 1.653 2.054 3.557  -0.97
O 0.255 1.673 1.553  -0.91
O 0.208 0.101 3.224  -0.93
F -5.528 -0.581 2.313  -0.32
C -4.477 0.197 2.031  0.72
F -4.922 1.319 1.467  -0.31
F -3.856 0.499 3.161  -0.30
S -3.348 -0.699 0.859  2.30
O -4.211 -1.483 0.037  -0.92
O -2.412 -1.447 1.736  -0.96
O -2.585 0.368 0.192  -0.95

Values from the calculation:
**Lowest unoccupied orbital energy**: 2.606 eV
**Net charge**: -1
**HOMO energy**: -5.565 eV
**Spin multiplicity**: 1



This record from the OMol25 dataset describes a cluster of 2 separate species, C6H16S in total in a non-equilibrium geometry. The level of theory is wB97M-V/def2-TZVPD.

Each line ends with the natural charge from an NBO analysis.
Cartesian coordinates (Å):
C 2.749 -0.449 -0.344  -0.63
C 1.657 -0.066 0.652  -0.52
S 2.371 0.869 2.050  0.16
C 0.822 1.438 2.809  -0.74
H 2.893 0.319 -1.116  0.21
H 2.628 -1.451 -0.747  0.22
H 3.774 -0.382 0.059  0.22
H 0.997 0.620 0.146  0.21
H 1.232 -0.974 1.068  0.21
H 0.922 1.399 3.891  0.23
H 0.626 2.467 2.527  0.21
H -0.001 0.814 2.478  0.22
C -2.389 -1.594 -0.973  -0.62
C -1.797 -0.477 -1.821  -0.41
C -1.500 0.830 -1.002  -0.60
H -2.944 -1.205 -0.125  0.21
H -3.093 -2.191 -1.548  0.21
H -1.600 -2.301 -0.714  0.21
H -0.818 -0.768 -2.219  0.20
H -2.333 -0.187 -2.725  0.20
H -0.456 1.111 -1.090  0.20
H -2.150 1.644 -1.296  0.21
H -1.590 0.536 0.041  0.20

Values from the calculation:
**Lowest unoccupied orbital energy**: 1.016 eV
**HOMO energy**: -8.423 eV
**SMILES string**: CCSC.CCC
**Spin multiplicity**: 1



This record from the OMol25 dataset describes an isolated molecule of C6H10O3SSi2 in a non-equilibrium geometry. The level of theory is wB97M-V/def2-TZVPD.

Each line ends with the natural charge from an NBO analysis.
Cartesian coordinates (Å):
C 0.342 -0.662 3.847  -0.24
C -0.673 -0.251 3.110  -0.19
C 1.646 -0.607 3.438  -0.20
C -0.446 -0.034 1.758  -0.28
C 1.905 -0.095 2.184  -0.24
C 0.836 0.090 1.307  0.30
O -0.566 0.200 -4.204  -1.16
O 1.147 1.189 -2.293  -1.02
O 1.078 0.414 0.025  -0.85
Si -1.797 -1.077 -4.402  1.21
Si 0.198 1.383 -1.004  1.73
S 1.079 1.345 -3.876  0.96
H -0.034 -0.852 4.897  0.22
H -1.705 -0.302 3.573  0.22
H 2.538 -0.691 3.992  0.22
H -1.212 0.363 1.059  0.20
H 2.923 0.245 1.874  0.22
H -1.858 -2.122 -3.419  -0.21
H -3.091 -0.611 -4.403  -0.23
H -1.450 -1.614 -5.877  -0.20
H 0.148 2.770 -0.281  -0.21
H -1.010 0.920 -1.306  -0.25

Values from the calculation:
**Lowest unoccupied orbital energy (spin up / spin down)**: 0.546 / -2.387 eV
**HOMO energy (spin up / spin down)**: -8.139 / -9.049 eV
**⟨S²⟩**: 2.01
**Spin multiplicity**: 3



This record from the OMol25 dataset describes a cluster of 5 separate species, C3H15NO4 in total in a non-equilibrium geometry. The level of theory is wB97M-V/def2-TZVPD.

Each line ends with the natural charge from an NBO analysis.
Cartesian coordinates (Å):
C 0.497 -1.530 1.479  -0.44
C 0.836 -1.870 0.253  -0.14
C -0.233 -2.133 -0.811  -0.26
N -1.610 -1.895 -0.382  -0.84
H 1.176 -1.333 2.158  0.19
H -0.507 -1.467 1.658  0.17
H 1.825 -2.100 0.004  0.20
H -0.023 -1.579 -1.740  0.21
H -0.202 -3.209 -1.089  0.20
H -1.797 -0.879 -0.194  0.37
H -1.775 -2.419 0.506  0.35
O 0.198 3.232 -1.654  -0.94
H -0.385 2.427 -1.846  0.48
H 0.453 2.993 -0.790  0.45
O 2.809 0.421 -1.224  -0.92
H 3.477 0.748 -0.589  0.46
H 2.148 1.047 -1.111  0.46
O -0.291 1.811 2.123  -0.96
H 0.628 1.448 2.061  0.48
H -0.928 1.112 2.145  0.48
O -1.818 1.442 -0.357  -0.96
H -1.708 2.316 -0.022  0.49
H -2.772 1.415 -0.576  0.48

Values from the calculation:
**Lowest unoccupied orbital energy**: 0.249 eV
**HOMO energy**: -9.366 eV
**SMILES string**: C=CCN.O.O.O.O
**Spin multiplicity**: 1



This record from the OMol25 dataset describes a cluster of 4 separate species, C17H33NO2S in total in a non-equilibrium geometry. The level of theory is wB97M-V/def2-TZVPD.

Each line ends with the natural charge from an NBO analysis.
Cartesian coordinates (Å):
C -28.382 6.982 30.315  -0.58
C -29.159 5.630 29.772  -0.39
C -28.938 4.524 30.498  -0.43
C -29.801 3.410 30.099  -0.21
N -29.782 2.224 30.780  -0.24
C -30.780 1.276 30.235  -0.22
C -31.268 0.322 31.361  -0.43
C -30.776 0.970 32.624  -0.43
C -30.245 2.365 32.192  -0.21
C -28.406 1.622 30.617  -0.44
H -28.730 7.863 29.640  0.21
H -27.369 6.815 30.340  0.20
H -28.663 7.181 31.391  0.21
H -28.670 5.433 28.833  0.20
H -30.098 5.995 29.590  0.20
H -28.958 4.712 31.572  0.21
H -27.976 4.245 30.500  0.23
H -29.485 3.477 29.057  0.24
H -30.809 3.744 29.953  0.21
H -30.563 0.516 29.338  0.26
H -31.782 1.824 29.890  0.22
H -30.591 -0.607 30.942  0.22
H -32.305 0.119 31.120  0.24
H -30.092 0.327 33.252  0.24
H -31.528 1.179 33.358  0.23
H -29.601 2.566 32.930  0.26
H -31.149 2.895 32.223  0.22
H -28.224 0.829 31.204  0.25
H -27.680 2.258 31.010  0.28
H -28.068 1.277 29.716  0.25
O -25.286 1.009 31.103  -1.35
H -24.477 1.405 31.446  0.39
C -24.107 3.100 34.002  -0.83
S -25.276 3.720 32.816  1.34
O -26.558 3.984 33.589  -1.03
C -24.581 5.265 32.658  -0.83
H -24.188 1.976 34.321  0.26
H -24.005 3.609 34.775  0.19
H -22.962 3.074 33.635  0.23
H -24.398 5.898 33.442  0.22
H -25.367 5.619 32.082  0.22
H -23.769 5.183 32.195  0.21
C -18.699 0.347 31.087  -0.24
C -19.722 0.531 32.200  -0.21
C -21.039 0.691 32.022  -0.26
C -21.491 0.706 30.553  -0.17
C -20.671 0.616 29.512  -0.26
C -19.231 0.523 29.724  -0.17
H -17.621 0.317 31.251  0.21
H -19.201 0.302 33.341  0.20
H -21.559 0.729 33.065  0.24
H -22.554 0.742 30.434  0.25
H -20.993 1.002 28.540  0.22
H -18.617 0.727 29.038  0.17

Values from the calculation:
**Lowest unoccupied orbital energy**: -0.031 eV
**HOMO energy**: -5.601 eV
**Spin multiplicity**: 1



This record from the OMol25 dataset describes a structure of composition C5H8ClNO3S in a non-equilibrium geometry. The level of theory is wB97M-V/def2-TZVPD.

Each line ends with the natural charge from an NBO analysis.
Cartesian coordinates (Å):
C -1.099 0.078 0.563  -0.39
C -0.650 -1.212 0.718  0.46
C -0.471 0.534 -0.663  0.28
C -0.729 -2.195 1.770  -0.68
C -0.829 1.716 -1.577  -0.69
N 0.246 -0.460 -1.208  -0.25
O 1.658 0.051 1.395  -0.93
O 2.592 2.273 0.885  -0.87
O 0.041 -1.577 -0.384  -0.25
S 1.780 1.122 0.422  1.64
Cl 2.787 0.319 -1.676  -0.54
H -1.644 0.948 1.043  0.27
H 0.195 -2.713 1.814  0.26
H -1.483 -2.892 1.725  0.25
H -0.732 -1.649 2.711  0.25
H -1.673 1.451 -2.281  0.25
H 0.020 1.889 -2.295  0.26
H -1.148 2.702 -1.228  0.25
H 1.141 -0.386 -1.734  0.44

Values from the calculation:
**Lowest unoccupied orbital energy**: -0.619 eV
**HOMO energy**: -9.073 eV
**Spin multiplicity**: 1



This record from the OMol25 dataset describes a structure of composition C5H7N. The level of theory is wB97M-V/def2-TZVPD.

Each line ends with the natural charge from an NBO analysis.
Cartesian coordinates (Å):
C 0.906 1.431 -0.643  -0.43
C -0.295 1.231 -1.031  0.01
C -1.392 0.490 -0.700  -0.33
N -0.747 -0.619 0.753  -0.33
C 0.461 -0.375 1.217  -0.12
C 0.351 -1.525 0.332  -0.29
H 1.741 2.062 -0.904  0.24
H -2.224 0.989 -0.205  0.23
H -1.693 -0.333 -1.345  0.23
H 0.781 -0.067 2.205  0.23
H 1.085 0.672 0.315  0.18
H 0.290 -2.555 0.686  0.19
H 0.735 -1.402 -0.682  0.19

Values from the calculation:
**Lowest unoccupied orbital energy**: 0.941 eV
**HOMO energy**: -8.876 eV
**Spin multiplicity**: 1